The following is a DFT calculation (ωB97M-V/def2-TZVPD) of an isolated ion of composition C4H10NO and charge +1.

Kohn-Sham gap ... 10.4 eV
SMILES ... CC(C)[N+](C)=O
E_HOMO ... -17.242 eV
DFT total energy ... -7838.3352 eV

```
! RIJCOSX wB97M-V def2-TZVPD def2/J DEFGRID3
* xyz 1 1
H 1.5107 -1.6996 0.3841
C 0.6028 -1.4799 0.9413
H 0.4678 -0.8730 -1.7643
H -0.9708 -1.7480 -1.2462
H -0.5525 2.4178 1.0361
H 0.0233 -2.3942 1.0233
C -0.2713 2.0372 0.0446
H -1.1100 -0.0612 -1.7359
H 0.8885 -1.1632 1.9426
H 0.3420 2.8118 -0.4229
O 1.6665 0.8848 0.3209
H -1.1894 -0.2538 0.7416
C -0.4742 -0.7811 -1.2283
H -1.1943 1.8668 -0.5081
N 0.4834 0.8443 0.2194
C -0.2224 -0.4088 0.2517
*
```

---

The following is a DFT calculation (ωB97M-V/def2-TZVPD) of an isolated ion of composition C4H10NO and charge +1.

Kohn-Sham gap ... 11.0 eV
SMILES ... C/C=[N+](/C)OC
E_HOMO ... -15.337 eV
DFT total energy ... -7837.8931 eV

```
! RIJCOSX wB97M-V def2-TZVPD def2/J DEFGRID3
* xyz 1 1
C 2.3752 0.2717 -0.3981
H 2.5355 1.2463 -0.6985
H -1.0318 -0.6224 -2.0332
C -1.3919 -0.2800 -0.9796
H -1.8932 -1.0714 -0.4429
H -1.9572 0.5891 -1.0029
N -0.0552 0.0015 -0.3495
O 0.1338 -0.1743 1.1018
H 1.0022 0.1412 -2.1653
H -0.9377 0.0627 2.7739
C -1.1702 -0.2051 1.7893
H 2.4514 -0.1193 0.6330
H -1.5874 -1.2412 1.8905
H 3.1673 -0.2808 -0.8802
C 1.0359 0.0836 -1.0301
H -1.8211 0.5130 1.3373
*
```

---

The following is a DFT calculation (ωB97M-V/def2-TZVPD) of a 2-piece molecular cluster, C4H10NO overall.

Kohn-Sham gap ... 8.5 eV
E_HOMO ... -14.096 eV
DFT total energy ... -7838.8832 eV

```
! RIJCOSX wB97M-V def2-TZVPD def2/J DEFGRID3
* xyz 1 1
C 1.6216 0.5983 1.2611
H -3.5927 -0.0689 -1.4441
H -0.6129 -1.6621 1.6523
H 1.3865 -0.6535 -2.1283
C 1.1385 0.0092 -0.0059
H 0.9321 1.5211 1.4779
C 1.7836 -0.2136 -1.2040
H -0.7510 0.1252 -0.6240
H 2.8488 -0.0421 -1.0391
H -2.7591 1.0222 -2.2137
H -2.0312 -0.4915 1.1431
N -0.2547 -0.2905 0.1129
O -2.7391 0.3717 -1.4302
C -1.0042 -0.9714 0.9510
H 1.3585 -0.0767 2.1678
H 2.6753 0.8225 1.3232
*
```

---

The following is a DFT calculation (ωB97M-V/def2-TZVPD) of a 2-piece molecular cluster, C4H10NO overall.

Kohn-Sham gap ... 8.9 eV
E_HOMO ... -14.208 eV
DFT total energy ... -7839.7438 eV

```
! RIJCOSX wB97M-V def2-TZVPD def2/J DEFGRID3
* xyz 1 1
C -0.7354 -0.4477 -0.3379
C -0.1150 -1.2550 -1.1830
H 3.2295 -0.2518 0.3083
H -2.7661 0.4310 -0.0318
H 0.9833 -1.5483 -1.1110
H -2.4135 -1.0462 0.9958
O 2.7503 0.4048 -0.2761
H 3.4669 1.0447 -0.5384
H -1.5237 1.3991 1.4313
H -2.5813 -1.1756 -0.7678
C -0.4579 1.3066 1.2944
N -0.0116 0.4557 0.3936
H 0.3583 1.7647 1.8988
C -2.1985 -0.5445 0.0418
H 1.0115 0.5498 0.2337
H -0.6447 -1.9519 -1.8571
*
```

---

The following is a DFT calculation (ωB97M-V/def2-TZVPD) of an isolated ion of composition C4H10NO and charge +1.

Kohn-Sham gap ... 11.5 eV
SMILES ... C[NH2+][C@H](C)C=O
E_HOMO ... -14.898 eV
DFT total energy ... -7840.3393 eV

```
! RIJCOSX wB97M-V def2-TZVPD def2/J DEFGRID3
* xyz 1 1
C -0.9895 -1.1560 0.6691
N 0.9498 0.2474 0.0591
C -0.5474 0.1311 -0.0623
H -1.5090 2.1115 -0.3514
H -1.9566 -1.6720 0.4827
C -1.3503 1.3477 0.3798
H -0.8273 -0.1636 -1.1096
H 1.0944 -1.5538 -1.1020
H 1.2479 -0.0700 0.9934
O -0.2585 -1.6218 1.5009
H 1.2623 1.2077 -0.0355
H -2.2585 0.9847 0.8485
H -0.7933 1.8576 1.2306
H 1.6869 -0.1741 -1.9549
H 2.6212 -0.8625 -0.5780
C 1.6280 -0.6139 -0.9705
*
```

---

The following is a DFT calculation (ωB97M-V/def2-TZVPD) of a 2-piece molecular cluster, C4H10NO overall.

Kohn-Sham gap ... 9.0 eV
E_HOMO ... -12.226 eV
DFT total energy ... -7838.0041 eV

```
! RIJCOSX wB97M-V def2-TZVPD def2/J DEFGRID3
* xyz 1 1
H -0.1046 0.5215 -2.6974
H -1.9824 -1.4260 0.5132
H 1.9338 -1.4256 1.5826
C 1.4947 -0.5002 1.6984
H -2.4530 -0.0441 -0.6011
O 1.7895 1.2656 -0.0363
C 1.4192 0.3515 0.5779
C -1.6775 -0.3496 0.0907
H -1.7015 0.3736 0.9283
H -1.0935 1.4551 -1.6830
H 0.4226 -0.6859 2.1308
H 2.1700 -0.0477 2.4585
N -0.3063 0.7627 -1.7500
H 0.0193 -1.3072 -0.9130
H 0.5109 1.3914 -1.5901
C -0.4413 -0.3350 -0.7097
*
```

---

The following is a DFT calculation (ωB97M-V/def2-TZVPD) of a 2-piece molecular cluster, C4H10NO overall.

Kohn-Sham gap ... 8.9 eV
E_HOMO ... -14.048 eV
DFT total energy ... -7839.7662 eV

```
! RIJCOSX wB97M-V def2-TZVPD def2/J DEFGRID3
* xyz 1 1
H -3.1048 1.5626 1.9026
H -3.3239 0.8023 0.5297
H 1.6317 -3.0677 -0.2025
N -0.1142 1.0037 -0.0491
H 1.1429 -2.8353 -1.8075
H 1.8887 0.4032 -0.2987
H 1.0680 2.6424 0.2554
C 0.1473 2.1291 0.5003
O -2.6852 1.0533 1.2027
H 2.5352 -1.8805 -1.1095
H -0.4860 -1.5656 -0.4543
C 0.5524 -1.2559 -0.4958
C 1.5376 -2.2722 -0.9549
H -1.0836 0.6965 0.0831
C 0.8961 -0.0019 -0.2332
H -0.6021 2.5862 1.1317
*
```

---

The following is a DFT calculation (ωB97M-V/def2-TZVPD) of a 2-piece molecular cluster, C4H10NO overall.

Kohn-Sham gap ... 10.2 eV
E_HOMO ... -15.514 eV
DFT total energy ... -7838.6727 eV

```
! RIJCOSX wB97M-V def2-TZVPD def2/J DEFGRID3
* xyz 1 1
C 0.2793 -2.1094 1.5705
H 1.5830 0.4248 -0.2089
H 0.4069 -2.3585 2.6800
N 1.2757 -1.2382 0.9967
C 0.7842 -0.1305 0.1795
H 0.1749 0.4976 0.7829
H 0.2652 -2.9508 0.9386
H -1.5212 3.3097 -1.5435
C 2.5961 -1.3127 0.9946
O 3.7657 -1.3696 0.9261
H -0.7387 -1.5808 1.4529
H 0.3578 -0.5597 -0.7931
H -2.6801 2.9149 -2.7040
H -2.8458 2.3170 -1.0752
C -2.1582 2.4888 -1.9138
H -1.5448 1.6574 -2.2833
*
```

---

The following is a DFT calculation (ωB97M-V/def2-TZVPD) of a 2-piece molecular cluster, C4H10NO overall.

Kohn-Sham gap ... 9.7 eV
E_HOMO ... -14.943 eV
DFT total energy ... -7839.7051 eV

```
! RIJCOSX wB97M-V def2-TZVPD def2/J DEFGRID3
* xyz 1 1
H 3.7383 1.3776 0.0316
H -1.0831 -2.3927 -0.8936
H -2.9908 2.1891 0.5589
N -0.3491 -0.4632 -0.0133
H -0.8037 0.4462 0.0817
H -0.6775 -2.2701 0.9418
C 0.9508 -0.4635 -0.0926
H -1.5896 2.2282 -0.2001
C -1.1564 -1.6794 0.0097
H 3.5623 -0.4502 0.0541
C 3.1119 0.5117 0.0188
C 1.7863 0.6325 -0.0894
H 1.4597 -1.4100 0.1809
O -2.2904 1.6772 0.1474
H -2.1798 -1.3193 0.2282
H 1.4661 1.5999 -0.1067
*
```

---

The following is a DFT calculation (ωB97M-V/def2-TZVPD) of an isolated ion of composition C4H10NO and charge +2.

Kohn-Sham gap (alpha / beta) ... 10.4 / 6.6 eV
E_HOMO (alpha / beta) ... -21.460 / -21.458 eV
DFT total energy ... -7825.6535 eV

```
! RIJCOSX wB97M-V def2-TZVPD def2/J DEFGRID3
* xyz 2 2
C -0.8728 -0.6751 -0.9768
H -1.4332 0.4311 -2.6842
O -0.6894 0.7074 1.8061
N 0.4001 -1.0485 -0.1533
C 1.2006 0.0743 0.4143
H -1.1540 -1.6382 -1.4036
H 1.0272 1.5934 2.1463
H -0.4563 1.3739 -1.5972
H -1.6366 -0.4189 -0.2452
H 2.1406 -0.2847 0.8396
C 0.4619 0.8354 1.5329
H 1.0096 -1.5930 -0.7760
H 0.3405 0.1423 -2.5702
H 0.1275 -1.6724 0.6163
C -0.5731 0.3712 -2.0224
H 1.3563 0.8630 -0.3334
*
```

---

The following is a DFT calculation (ωB97M-V/def2-TZVPD) of a 2-piece molecular cluster, C4H10NO2 overall.

Kohn-Sham gap ... 6.4 eV
E_HOMO ... -2.573 eV
DFT total energy ... -9893.0994 eV

```
! RIJCOSX wB97M-V def2-TZVPD def2/J DEFGRID3
* xyz -1 1
O -2.7015 0.7246 1.4083
O 2.5174 -0.6624 1.6554
H 0.8681 1.3146 -1.9036
C -0.4049 -0.3385 -1.4005
H 3.0927 -1.4113 1.8216
H -1.1642 0.0297 -2.0902
H -0.6748 1.3946 0.1386
C -2.2297 0.0564 0.3878
H -0.0185 -0.1427 0.8174
H 2.4736 -0.5430 0.6749
H -0.5739 -1.4013 -1.2781
H -2.3605 -1.0695 0.3942
C -0.6269 0.3117 0.0464
N 1.9703 -0.2979 -1.0517
H -2.7024 0.4163 -0.5677
C 0.8683 0.3645 -1.3652
H 2.7892 0.1733 -1.4321
*
```

---

The following is a DFT calculation (ωB97M-V/def2-TZVPD) of one molecule with the formula C4H10NO2.

Kohn-Sham gap (alpha / beta) ... 10.1 / 7.3 eV
E_HOMO (alpha / beta) ... -9.281 / -9.293 eV
DFT total energy ... -9891.4626 eV

```
! RIJCOSX wB97M-V def2-TZVPD def2/J DEFGRID3
* xyz 0 2
H -0.7600 0.1834 1.3746
N -0.4227 -0.3066 -1.3732
O -1.4270 -1.6055 0.8645
H 2.4661 0.4979 1.4381
H -1.9392 0.7252 -0.1649
H 1.4550 1.5079 -0.8648
H -2.3866 0.2389 -1.9163
C -0.3889 -0.8393 1.1207
C -1.5979 0.6104 -1.2052
H 0.3171 -1.0561 1.9295
C 0.4640 -0.3252 -0.1376
H 1.2063 -1.0493 -0.4763
H -1.2946 1.5232 -1.7098
O 2.3314 1.0992 0.7016
H 0.2552 1.6523 0.5723
H -0.7757 -1.2585 -1.4151
C 1.0433 1.0556 0.0368
*
```

---

The following is a DFT calculation (ωB97M-V/def2-TZVPD) of C4H10NO2 as an isolated structure.

Kohn-Sham gap (alpha / beta) ... 4.2 / 9.6 eV
E_HOMO (alpha / beta) ... -3.663 / -9.114 eV
DFT total energy ... -9892.1411 eV

```
! RIJCOSX wB97M-V def2-TZVPD def2/J DEFGRID3
* xyz 0 2
H -1.6418 0.5791 1.7647
H 0.4887 1.6132 0.6367
H -1.6708 -0.6011 0.4838
O 1.0210 -1.2102 -0.2222
H -0.1825 -1.3905 2.4635
H 1.9728 -1.4583 -2.4996
H 0.5597 -1.1436 0.9150
N 0.0239 -0.7051 1.7293
H -1.1378 0.2006 -1.6635
H -1.2108 1.9094 -0.0326
C -0.4091 1.1861 0.1364
O 1.6483 -0.5551 -2.3797
H 0.1675 1.3993 -1.9500
C 0.8701 -0.4640 -1.2525
H 0.6911 -0.0629 2.1524
C -1.0217 0.0993 1.0019
C -0.1687 0.6039 -1.2835
*
```

---

The following is a DFT calculation (ωB97M-V/def2-TZVPD) of a 2-piece molecular cluster, C4H10NO2 overall.

Kohn-Sham gap ... 11.6 eV
E_HOMO ... -15.037 eV
DFT total energy ... -9887.9822 eV

```
! RIJCOSX wB97M-V def2-TZVPD def2/J DEFGRID3
* xyz 1 1
H 0.1260 0.4115 1.5667
C -0.2025 -2.7342 1.1701
H 1.1228 3.9223 -1.2379
C 0.7077 1.8633 -0.9115
H -0.3256 -0.0328 -0.8970
O -1.3306 -0.7576 0.2877
H 0.4485 3.0544 -2.7387
N 0.2355 0.5712 -1.5674
H -0.7930 -3.0940 2.0538
C 0.7103 2.9775 -1.6958
H 1.0267 0.0203 -1.9058
H -0.6727 -3.1866 0.2620
H 1.0443 1.6303 0.0652
O 0.2740 -0.4729 1.8594
C -0.4955 -1.2381 1.0600
H -0.3561 0.7760 -2.3807
H 0.8637 -2.8665 1.2708
*
```